(1)
Entry from the Open Molecules 2025 dataset: 5 unconnected molecules or ions with the total composition C27H24F32O9 in a non-equilibrium geometry (the ωB97M-V functional and the def2-TZVPD basis).

The HOMO energy is -10.6 eV. As for the orbital gap: 9.17 eV. The calculation puts the molecular weight at 1100.4 g mol⁻¹.

Positions of all 92 atoms, in Å:
F  -7.403899  1.125872  3.316496
C  -8.215064  2.178765  3.537532
F  -8.420584  2.760890  2.328200
C  -7.607524  3.187292  4.513110
F  -6.467695  3.720324  4.012417
F  -8.486322  4.226815  4.633239
C  -7.334562  2.666487  5.940750
O  -5.990439  2.269989  6.234182
C  -5.623164  0.942203  5.926254
F  -6.711237  0.242522  5.547545
F  -5.210259  0.390652  7.089887
C  -4.487603  0.877401  4.902457
F  -4.848581  1.452297  3.734298
F  -4.161969  -0.409084  4.618549
H  -9.178653  1.810299  3.898018
H  -7.510181  3.514246  6.609263
H  -8.060325  1.912499  6.256037
H  -3.602110  1.385970  5.269028
F  4.613635  6.159551  0.671741
C  3.902088  5.559953  -0.301642
F  3.238254  6.549532  -0.952742
C  2.912047  4.533722  0.249565
F  1.989885  5.128001  1.045204
F  2.217015  4.018281  -0.809212
C  3.529351  3.336429  1.003087
O  3.534745  3.419048  2.433702
C  4.624756  4.076006  3.043189
F  5.559571  4.366795  2.120190
F  5.188280  3.169237  3.873911
C  4.186915  5.300421  3.851155
F  3.583416  6.220608  3.066913
F  5.255861  5.912328  4.416908
H  4.594681  5.100356  -1.011153
H  2.883949  2.478664  0.790971
H  4.506042  3.049061  0.605626
H  3.487616  5.020293  4.641929
F  4.858387  -3.018490  -1.292225
C  4.002022  -1.986892  -1.165356
F  3.860001  -1.454904  -2.406775
C  4.511103  -0.924664  -0.190942
F  5.666436  -0.370102  -0.633738
F  3.595273  0.087142  -0.166605
C  4.701784  -1.388251  1.269202
O  6.035640  -1.730294  1.666379
C  6.464924  -3.053883  1.431751
F  5.431339  -3.802839  1.005988
F  6.814860  -3.551199  2.640013
C  7.670321  -3.115143  0.489958
F  7.378245  -2.593614  -0.721956
F  8.053074  -4.398243  0.279336
H  3.028327  -2.374282  -0.855248
H  4.454751  -0.524962  1.894063
H  3.979843  -2.154634  1.561566
H  8.518156  -2.562007  0.899828
F  -0.514389  -5.835302  -4.996452
C  -1.185026  -6.867916  -5.542364
F  -0.384023  -7.955221  -5.408878
C  -1.515144  -6.632898  -7.016633
F  -0.385499  -6.517465  -7.754604
F  -2.153349  -7.748466  -7.480234
C  -2.438075  -5.432900  -7.319186
O  -1.800796  -4.222897  -7.746149
C  -1.355875  -3.334159  -6.744636
F  -1.787545  -3.756997  -5.538706
F  -1.994432  -2.162578  -6.979802
C  0.160464  -3.113943  -6.790519
F  0.832922  -4.269142  -6.597289
F  0.560572  -2.265115  -5.809813
H  -2.090705  -7.047326  -4.957556
H  -3.043887  -5.728553  -8.180556
H  -3.163304  -5.252425  -6.521713
H  0.469666  -2.701424  -7.753311
C  -1.952665  -0.645624  -3.512818
C  -1.654591  0.510212  -2.456799
O  -1.373355  0.002961  -1.110069
C  -0.954152  1.200011  -0.383575
C  -0.789341  0.960639  1.177314
C  -1.861475  1.205250  2.074857
O  -3.155996  1.660800  1.777053
C  -1.253485  0.892416  3.514667
O  -1.930225  1.119148  4.537285
O  0.081691  0.407269  3.404495
C  0.458421  0.499651  2.028904
O  1.612252  0.281741  1.644040
H  -2.837087  -1.323160  -3.222576
H  -1.032452  -1.256139  -3.819497
H  -2.296092  -0.117677  -4.480348
H  -2.557853  1.219660  -2.430116
H  -0.759672  1.107700  -2.845990
H  -1.763609  1.985484  -0.551584
H  0.055370  1.511133  -0.809760
H  -3.759678  0.886790  1.791080

Atomic forces in eV per Å
F 0.046 0.103 0.081
C -0.446 -0.044 -0.677
F 0.014 0.234 0.206
C 0.840 0.322 0.394
F -0.173 -0.264 -0.132
F -0.249 -0.406 -0.061
C 0.007 0.263 0.806
O -0.072 -0.938 -1.106
C -1.092 0.752 0.920
F 0.311 -0.282 -0.093
F 0.329 -0.012 -0.338
C 0.165 0.204 0.179
F -0.399 0.021 0.232
F -0.290 -0.061 0.240
H 0.014 0.058 0.154
H 0.155 0.024 -0.252
H 0.113 -0.054 -0.319
H -0.483 -0.003 0.290
F -0.118 -0.116 0.025
C 0.105 0.597 -0.573
F -0.209 -0.249 -0.006
C -0.405 -0.280 0.797
F 0.232 0.132 -0.127
F 0.397 0.082 -0.142
C -0.178 -0.814 0.078
O 0.745 1.250 -0.031
C -0.327 -1.476 -1.060
F 0.101 0.266 0.429
F -0.140 0.388 0.263
C -0.298 0.663 0.426
F 0.038 -0.322 -0.066
F 0.109 -0.388 -0.128
H -0.042 -0.167 0.034
H -0.071 0.222 0.088
H -0.036 0.319 0.038
H 0.060 -0.230 -0.056
F 0.040 0.134 0.096
C -0.392 -0.128 -0.717
F -0.014 0.270 0.184
C 0.727 0.264 0.473
F -0.111 -0.227 -0.143
F -0.088 -0.351 -0.202
C -0.102 0.346 0.798
O 0.116 -1.019 -1.094
C -1.287 0.917 0.972
F 0.436 -0.260 -0.099
F 0.393 -0.022 -0.303
C 0.654 0.028 -0.518
F -0.170 0.058 0.277
F -0.254 0.016 0.334
H -0.007 0.083 0.160
H 0.132 0.002 -0.224
H 0.128 -0.037 -0.298
H -0.133 0.011 0.204
F -0.053 0.019 -0.154
C 0.269 -0.587 0.557
F -0.163 -0.030 -0.290
C 0.268 0.475 -0.779
F -0.024 0.005 0.328
F -0.132 0.085 0.448
C -0.624 0.193 -0.536
O 0.845 0.055 1.224
C -1.647 -0.772 -0.555
F 0.420 0.428 0.024
F 0.558 0.031 0.021
C 0.863 0.054 -0.077
F -0.355 0.041 -0.096
F -0.478 0.023 -0.063
H -0.114 0.047 -0.118
H 0.294 -0.035 0.010
H 0.317 -0.050 0.117
H -0.249 0.039 -0.038
C -0.397 0.368 -0.528
C -0.257 -0.589 -1.064
O 0.116 1.792 -0.546
C 0.739 -0.465 0.661
C -2.584 0.461 1.290
C 3.207 -1.203 -1.513
O 2.478 -1.326 0.552
C -3.206 1.363 1.117
O 4.404 -1.318 -3.385
O -1.767 0.962 -0.936
C 1.319 0.216 -1.800
O -4.062 0.595 1.632
H 1.549 0.974 -0.176
H -1.336 0.811 0.810
H 0.546 -0.693 1.460
H 1.194 -0.957 0.127
H -1.069 -0.725 0.607
H 1.245 -0.732 0.505
H -1.272 -0.033 0.556
H 0.340 0.601 0.195

***

(2)
Entry from the Open Molecules 2025 dataset: a single C2H5NO molecule in a non-equilibrium geometry (the ωB97M-V functional and the def2-TZVPD basis).

The HOMO energy is -9.8 eV. The relative energy (zero: lowest compared OMol25 entry of this formula, charge and spin) is 88.7 kcal/mol. As for the orbital gap: 10.90 eV. The calculation puts the molecular weight at 59.1 g mol⁻¹.

Positions of all 9 atoms, in Å:
C  0.389151  -0.372541  -0.177178
C  -0.074357  0.833416  0.580405
N  -1.325816  1.330863  0.329855
O  -0.172211  2.003628  -0.200714
H  -0.073193  -0.099690  -1.083730
H  -0.080035  -1.276575  0.035036
H  1.466359  -0.574765  -0.232918
H  0.322535  0.892271  1.660671
H  -1.844599  0.645761  -0.252083

Atomic forces in eV per Å
C 0.583 1.170 -0.271
C 2.718 -0.872 3.036
N -2.800 -0.264 1.502
O 0.299 -0.423 -0.679
H 0.338 -0.127 -2.106
H -0.920 -1.566 1.246
H -0.309 0.552 -0.078
H -0.596 0.501 -1.670
H 0.685 1.029 -0.980

***

(3)
Entry from the Open Molecules 2025 dataset: a molecular structure, C20H46AgF3NO12SV in a non-equilibrium geometry (the ωB97M-V functional and the def2-TZVPD basis).

As for the multiplicity: 4. The HOMO energy (spin up / spin down) is -10.9 / -10.9 eV. Its net charge is +1. The expectation value of S² is 3.760. As for the orbital gap (spin up / spin down): 6.61 / 6.56 eV. The calculation puts the molecular weight at 740.5 g mol⁻¹.

Positions of all 85 atoms, in Å:
V  -3.391564  -0.208810  3.261612
N  -1.866934  4.193227  3.731688
H  -2.709886  3.636867  3.733978
H  -2.118143  5.160080  3.582667
H  -1.363919  3.894895  2.908238
H  -1.346109  4.052941  4.585597
Ag  -5.476485  2.675029  0.827075
C  -0.955945  0.899546  -0.675197
F  -1.563922  -0.163388  -1.185974
F  0.225536  0.570136  -0.115793
F  -0.704164  1.850993  -1.564178
S  -2.128281  1.629906  0.662234
O  -2.459382  0.500741  1.455395
O  -1.385376  2.660018  1.357576
O  -3.309926  2.217262  0.005873
C  -4.407507  2.324109  3.549287
O  -3.578225  1.796122  4.199126
O  -4.936102  1.470601  2.813399
O  -4.496912  3.523928  3.246226
C  0.560441  -1.657196  -3.423043
C  1.258156  -2.887549  -3.676813
C  1.134721  -3.448567  -4.991866
C  0.483883  -2.739474  -5.983900
C  -0.210432  -1.552435  -5.719586
C  -0.106571  -0.995877  -4.433330
H  0.621120  -1.233955  -2.431286
H  1.842480  -3.379487  -2.913289
H  1.565204  -4.416900  -5.200212
H  0.485507  -3.143608  -6.985440
H  -0.806080  -1.054754  -6.470522
H  -0.661333  -0.092990  -4.224926
C  3.456460  0.096270  -1.447156
C  4.553717  0.451640  -0.442558
O  4.956361  -0.802241  0.189227
H  3.832478  -0.688196  -2.103902
H  3.308437  0.995657  -2.044897
H  2.468782  -0.053833  -1.011190
H  4.238987  1.163489  0.320539
H  5.400285  0.970004  -0.892813
H  4.092154  -1.205323  0.300034
C  0.872177  -0.164011  3.397654
C  -0.217147  -0.989512  4.056397
O  -1.292134  -0.032274  4.309244
H  1.091350  0.824658  3.800872
H  0.675137  0.030479  2.343398
H  1.730122  -0.804801  3.194106
H  -0.001958  -1.364719  5.056903
H  -0.497684  -1.765028  3.343676
H  -1.065870  0.410838  5.130254
C  2.080960  3.619521  0.839118
C  2.074999  4.039202  2.344751
O  0.975385  4.983085  2.396723
H  1.178976  3.068524  0.572792
H  3.012308  3.110275  0.591434
H  2.041865  4.477117  0.167484
H  2.962027  4.598336  2.642505
H  1.918786  3.162181  2.972872
H  0.825421  5.552413  1.638454
C  3.755125  -3.327403  2.306223
C  2.663178  -3.258981  1.230178
O  2.301055  -1.944350  1.005449
H  4.016046  -4.371675  2.478022
H  3.409837  -2.963239  3.273830
H  4.703619  -2.898061  1.983522
H  1.780164  -3.794949  1.578219
H  3.089093  -3.656716  0.309028
H  1.401942  -2.012858  0.676068
C  -3.713000  0.684509  -4.569191
C  -3.179811  1.821628  -3.750956
O  -3.995943  2.035709  -2.701058
H  -3.038696  0.644035  -5.424632
H  -4.772903  0.797745  -4.796971
H  -3.693781  -0.254728  -4.016417
H  -3.075681  2.772347  -4.273815
H  -2.151744  1.631067  -3.442963
H  -3.374693  2.358841  -2.044359
C  -0.709376  -4.258474  -1.004890
C  -1.166334  -3.786354  0.420985
O  -0.571736  -2.523805  0.682792
H  -0.785404  -3.422890  -1.700678
H  -1.472119  -4.973329  -1.313590
H  0.252263  -4.765687  -1.082886
H  -1.009288  -4.651956  1.064538
H  -2.242759  -3.615051  0.428965
H  -1.285288  -2.030537  1.094055

Atomic forces in eV per Å
V -0.009 4.349 0.460
N 0.461 0.362 -0.175
H -1.348 -0.252 0.204
H -0.110 0.342 0.272
H 0.832 -0.312 -0.472
H 0.272 0.142 0.056
Ag 0.273 -0.107 0.686
C -0.271 0.770 1.355
F 0.534 0.399 -0.233
F -0.967 -0.222 -0.205
F -0.337 -0.436 -0.189
S -0.016 4.253 -1.662
O -0.669 -3.694 2.254
O 0.484 -0.722 -0.164
O 1.131 -1.009 -0.243
C -2.227 2.968 -5.222
O 7.925 -3.714 7.571
O -4.487 -4.558 -4.314
O -0.354 2.013 0.757
C 1.630 -1.553 -0.120
C -1.566 0.939 -1.788
C 0.543 0.948 2.042
C -0.751 0.244 -0.280
C 0.933 -0.199 0.906
C -0.836 -0.535 -0.702
H -0.002 0.107 0.102
H -0.114 -0.040 0.093
H 0.202 0.040 -0.102
H -0.184 -0.086 -0.097
H 0.144 -0.001 -0.160
H 0.054 0.181 0.117
C 0.539 1.794 -0.251
C -0.175 -1.155 0.463
O 0.116 1.364 -0.434
H -0.413 -0.140 0.119
H -0.037 0.040 -0.466
H 0.308 -0.664 0.207
H -0.465 -0.060 0.213
H 0.227 -0.634 -0.301
H -0.136 -0.502 0.422
C 0.700 -0.886 -1.180
C 0.628 1.887 0.087
O -1.575 -1.094 -0.849
H 0.165 -0.408 0.633
H -0.912 0.132 -0.055
H 0.595 0.224 0.793
H 0.523 -0.537 -0.390
H -0.475 -0.086 0.360
H -0.382 0.200 0.062
C 0.794 0.031 0.642
C -0.813 1.372 -3.158
O -1.055 -0.512 2.232
H 0.232 -0.425 0.327
H -0.237 -0.427 -0.133
H 0.227 0.414 0.290
H 0.231 -0.418 -0.024
H -0.380 0.369 0.213
H 0.801 -0.450 -0.326
C -0.114 -0.846 -0.236
C 1.460 -0.885 1.008
O -0.496 1.481 -0.150
H -0.169 -0.240 -0.036
H 0.112 0.394 -0.117
H -0.252 0.546 0.089
H 0.042 -0.494 -0.201
H -0.257 -0.554 -0.116
H -0.382 0.498 -0.235
C 0.356 -0.027 -0.173
C 1.056 -0.054 -2.049
O -0.939 0.423 2.864
H -0.540 -0.495 -0.454
H 0.169 0.428 -0.512
H 0.464 -0.031 0.111
H -0.148 -0.021 -0.939
H 0.190 -0.480 0.123
H -0.787 0.244 0.824
C -1.396 0.284 0.717
C 0.045 -1.009 -2.578
O 0.170 -0.103 1.071
H 0.251 -0.043 0.019
H 0.079 -0.225 -0.189
H 0.066 0.312 0.353
H 0.623 0.563 0.903
H -0.190 -0.234 -0.320
H 0.387 0.521 -0.023

***

(4)
Entry from the Open Molecules 2025 dataset: a single C5H8O2 molecule (the ωB97M-V functional and the def2-TZVPD basis).

The HOMO energy is -9.3 eV. The relative energy (zero: lowest compared OMol25 entry of this formula, charge and spin) is 58.3 kcal/mol. As for the orbital gap: 9.97 eV. The calculation puts the molecular weight at 100.1 g mol⁻¹.

Positions of all 15 atoms, in Å:
C  -1.581373  0.824658  -1.317680
C  -0.745851  0.321751  -0.431273
C  -0.714480  -0.182297  0.949542
O  -1.359921  -1.378347  1.247383
C  0.531237  -0.233715  0.069883
C  1.707322  0.656710  0.381088
O  0.864789  -1.555994  -0.291806
H  -2.594092  1.001454  -0.966933
H  -1.349086  1.066689  -2.352070
H  -0.735715  0.529298  1.773516
H  -0.840765  -2.063617  0.795108
H  2.323964  0.197053  1.160069
H  1.355465  1.629393  0.740037
H  2.327833  0.825304  -0.505687
H  0.810674  -1.638340  -1.251176

Atomic forces in eV per Å
C 0.071 -0.048 0.105
C -0.220 0.070 -0.055
C 0.027 0.272 0.145
O 0.107 -0.231 -0.008
C 0.019 0.211 0.049
C 0.020 0.020 0.012
O 0.034 0.010 -0.264
H -0.016 0.069 -0.248
H 0.098 -0.085 0.179
H 0.068 -0.124 -0.071
H -0.133 -0.009 0.115
H -0.067 0.044 -0.116
H 0.056 -0.147 -0.054
H -0.099 -0.041 0.095
H 0.034 -0.010 0.116

***

(5)
Entry from the Open Molecules 2025 dataset: a gas-phase ion, C2H4NO3 (charge +1) in a non-equilibrium geometry (the ωB97M-V functional and the def2-TZVPD basis).

The HOMO energy is -17.5 eV. The relative energy (zero: lowest compared OMol25 entry of this formula, charge and spin) is 21.7 kcal/mol. Its net charge is +1. As for the orbital gap: 9.51 eV. The calculation puts the molecular weight at 90.1 g mol⁻¹.

Positions of all 10 atoms, in Å:
C  0.250445  0.581939  0.249847
C  -0.324898  -1.188793  -1.086543
N  0.162068  1.236543  1.606307
O  1.270911  1.345425  2.103706
O  -0.936570  1.544000  1.993606
O  -0.553801  -0.351337  -0.031533
H  0.892988  0.959334  -0.522806
H  -1.131262  -0.967142  -1.927760
H  -0.248733  -2.246316  -0.774821
H  0.618853  -0.913652  -1.610004

Atomic forces in eV per Å
C -2.337 -1.056 -0.136
C 0.003 -1.155 -5.770
N -0.044 0.059 0.024
O -1.219 -0.252 -0.665
O 1.053 -0.270 -0.299
O 1.230 2.801 4.074
H 0.994 0.275 0.031
H 1.214 -0.886 2.107
H -0.521 0.719 0.089
H -0.373 -0.236 0.543

***

(6)
Entry from the Open Molecules 2025 dataset: a molecular structure, C4H11N2S in a non-equilibrium geometry (the ωB97M-V functional and the def2-TZVPD basis).

The HOMO energy is -13.7 eV. The relative energy (zero: lowest compared OMol25 entry of this formula, charge and spin) is 66.1 kcal/mol. Its net charge is +1. As for the orbital gap: 8.80 eV. The calculation puts the molecular weight at 119.2 g mol⁻¹.

Positions of all 18 atoms, in Å:
C  0.872294  -1.414443  -1.085260
C  -0.906448  0.111613  -0.645229
C  -1.430054  1.055688  1.787381
C  -0.571285  0.327892  0.792733
N  -0.293003  -0.736194  -1.432009
N  2.340432  -0.225145  -1.205043
S  -2.383210  0.626946  -1.351404
H  0.839602  -1.587822  -0.054136
H  1.202122  -2.140943  -1.798605
H  -2.453070  0.490676  2.003922
H  -1.641376  2.080136  1.732875
H  -1.014029  1.103396  2.778635
H  -0.488603  -0.656958  1.111360
H  0.402486  0.906440  0.775344
H  -0.403773  -0.558898  -2.491122
H  3.138041  -0.723167  -0.737706
H  2.658242  -0.250702  -2.262649
H  -2.768477  1.509097  -0.399928

Atomic forces in eV per Å
C 4.327 2.803 -0.874
C -2.476 0.428 0.092
C -3.419 -2.186 1.214
C 1.472 2.564 -0.836
N 0.731 1.342 -2.991
N -1.392 -2.123 -1.704
S -0.144 0.747 0.217
H 0.508 -1.012 1.164
H -0.447 -0.719 0.144
H 1.932 1.176 -0.718
H -0.377 1.592 -1.377
H 0.915 -0.823 0.326
H 0.912 -1.842 1.128
H -0.435 -1.247 -0.049
H -0.225 -0.662 2.227
H -1.085 0.271 -0.352
H -1.034 -0.101 2.523
H 0.238 -0.208 -0.131